#1
The following is a DFT calculation (ωB97M-V/def2-TZVPD) of 6 unconnected molecules or ions with the total composition C24H64N4O10.

## Properties
structure (SMILES): COCCNCCOC.COCCNCCOC.COCCNCCOC.COCCNCCOC.O.O
LUMO level: 0.271 eV
HOMO level: -8.38 eV
orbital gap: 8.650 eV

Geometry as ORCA input:
```
! RIJCOSX wB97M-V def2-TZVPD def2/J DEFGRID3
* xyz 0 1
C -4.05163 -0.02396 20.63762
O -3.94330 -0.83679 21.78511
C -5.08600 -0.71996 22.70457
C -4.72008 -1.47069 23.94035
N -4.22096 -2.82449 23.69902
C -3.51637 -3.27121 24.88917
C -3.30768 -4.81007 24.78342
O -4.40143 -5.57798 25.34304
C -4.17194 -7.01409 25.26700
H -4.09289 1.05125 20.81175
H -4.92029 -0.11123 19.98500
H -3.16082 -0.18170 20.02961
H -5.96351 -1.13147 22.20583
H -5.21546 0.33517 22.94551
H -5.60240 -1.46332 24.58032
H -3.89426 -0.97543 24.45108
H -3.56248 -2.86884 22.93446
H -4.08438 -3.00424 25.78035
H -2.51576 -2.84022 24.92270
H -2.43891 -5.01670 25.40843
H -3.17134 -5.11108 23.74471
H -3.34092 -7.28303 25.91906
H -4.00245 -7.33827 24.24022
H -5.01578 -7.66151 25.50552
C -12.42780 4.15076 12.49252
O -12.77672 5.25421 13.41292
C -12.55616 4.92779 14.73773
C -12.48255 6.20004 15.62222
N -11.33777 6.99166 15.19714
C -11.28940 8.22949 16.02961
C -10.27846 9.26363 15.37721
O -10.77901 9.63700 14.10290
C -9.83663 10.50805 13.43910
H -11.42592 4.24093 12.07274
H -13.13900 4.02850 11.67560
H -12.49589 3.15122 12.92192
H -11.61422 4.41346 14.92826
H -13.37383 4.30090 15.09345
H -12.42015 5.86232 16.65671
H -13.34767 6.83338 15.42586
H -11.45003 7.17208 14.20975
H -10.99846 8.15427 17.07737
H -12.30624 8.62175 16.04612
H -9.28982 8.80626 15.33865
H -10.23682 10.15661 16.00087
H -10.29817 10.88683 12.52717
H -8.97399 9.90635 13.15291
H -9.54265 11.39579 13.99908
C 0.83162 3.98524 10.57445
O -0.54814 4.14090 10.97110
C -1.06669 5.45496 10.95638
C -2.57664 5.68700 10.93324
N -3.18664 5.36979 12.22935
C -4.61924 5.69395 12.22002
C -5.45219 4.44997 11.87173
O -5.19634 3.41251 12.79684
C -5.73476 2.07465 12.48101
H 0.92866 3.96873 9.48890
H 1.21461 3.00067 10.84285
H 1.53024 4.64611 11.08757
H -0.67949 5.98028 10.08333
H -0.68534 6.00723 11.81526
H -2.97508 5.15327 10.07041
H -2.82168 6.74069 10.79986
H -3.19975 4.37399 12.39761
H -4.74449 6.40197 11.40081
H -4.86707 6.13221 13.18678
H -5.08778 4.04443 10.92788
H -6.50597 4.72711 11.90056
H -4.83605 1.45860 12.51110
H -6.26424 2.11915 11.52929
H -6.49046 1.85937 13.23644
C -7.43701 8.00319 23.42758
O -8.17107 8.88263 24.35721
C -7.36877 9.95382 24.81257
C -8.02032 10.79268 25.99793
N -8.66060 9.93055 27.00810
C -9.38843 10.71328 28.03092
C -10.36110 9.67665 28.72079
O -11.17221 8.94443 27.82722
C -12.08913 8.01691 28.36435
H -6.95023 8.59930 22.65570
H -8.18576 7.42199 22.88935
H -6.77001 7.24124 23.83088
H -7.06188 10.54307 23.94845
H -6.46720 9.54455 25.26838
H -8.78915 11.41536 25.54048
H -7.33263 11.51084 26.44450
H -9.31873 9.27731 26.60779
H -9.98814 11.43371 27.47465
H -8.68938 11.15373 28.74186
H -10.92130 10.38268 29.33381
H -9.89924 8.99893 29.43876
H -12.64287 7.50662 27.57627
H -12.75070 8.57980 29.02280
H -11.64554 7.23872 28.98543
O -8.07631 4.43552 17.04056
H -7.54493 4.19533 16.28150
H -8.74475 5.02367 16.68915
O -10.71957 3.11764 20.55286
H -11.02729 2.28684 20.19049
H -10.15437 3.48193 19.87163
*
```

Here are the Löwdin charges for atoms 1 to 2, given in e:
1. C -0.140
2. O -0.198

#2
The following is a DFT calculation (ωB97M-V/def2-TZVPD) of 6 unconnected molecules or ions with the total composition C24H64N4O10.

## Properties
structure (SMILES): COCCNCCOC.COCCNCCOC.COCCNCCOC.COCCNCCOC.O.O
LUMO level: 0.620 eV
HOMO level: -8.05 eV
orbital gap: 8.665 eV

Geometry as ORCA input:
```
! RIJCOSX wB97M-V def2-TZVPD def2/J DEFGRID3
* xyz 0 1
C 19.54027 -1.27423 -0.62519
O 20.69274 -0.62072 -0.18949
C 20.89369 -0.73223 1.26282
C 20.41062 0.67775 1.75987
N 20.62479 0.65833 3.21029
C 20.64572 1.96416 3.87800
C 21.79989 2.84243 3.41876
O 21.80191 4.17872 3.97594
C 22.29402 4.25309 5.35117
H 18.71575 -0.77935 -0.11200
H 19.52734 -2.35454 -0.48082
H 19.39400 -1.32077 -1.70432
H 21.97289 -0.85213 1.35796
H 20.40883 -1.52866 1.82735
H 19.35751 0.83065 1.52387
H 21.10847 1.26236 1.16044
H 21.34795 -0.01345 3.42444
H 20.84750 1.68024 4.91085
H 19.73886 2.56071 3.77888
H 21.65477 2.91578 2.34094
H 22.79058 2.40632 3.54700
H 22.12226 3.34577 5.93028
H 21.80513 5.10469 5.82431
H 23.37650 4.37295 5.30676
C 24.32141 -6.10492 -6.16248
O 24.74910 -4.96702 -6.83680
C 25.73004 -4.25708 -6.18046
C 25.76384 -2.84598 -6.64839
N 24.44576 -2.29070 -6.56121
C 24.41594 -1.19877 -7.57984
C 23.04185 -0.46355 -7.77503
O 23.06631 0.69858 -8.51691
C 21.76923 1.33536 -8.86191
H 25.19069 -6.73901 -5.98821
H 23.62064 -6.67657 -6.77095
H 23.73026 -5.88018 -5.27471
H 26.62626 -4.78514 -6.50611
H 25.54661 -4.25847 -5.10600
H 26.31184 -2.84753 -7.59062
H 26.36809 -2.24702 -5.96705
H 24.08423 -3.17852 -6.87933
H 24.48757 -1.66805 -8.56104
H 25.21320 -0.46177 -7.48339
H 22.48367 -0.09362 -6.91499
H 22.33855 -1.07597 -8.33931
H 21.78240 2.33361 -9.29944
H 21.26042 1.52803 -7.91740
H 21.18651 0.64423 -9.47090
C 28.00456 -5.38079 3.10656
O 28.92728 -4.31905 3.33558
C 28.50558 -3.25803 4.23278
C 27.97592 -2.23916 3.27910
N 27.12433 -1.20766 3.82063
C 27.72185 -0.09844 4.57721
C 28.76280 0.75055 3.83976
O 28.11362 1.63652 2.94509
C 29.03624 2.52140 2.30861
H 27.80393 -5.98455 3.99161
H 28.54285 -6.07681 2.46321
H 27.06453 -5.06633 2.65317
H 29.34553 -2.89327 4.82399
H 27.63758 -3.61297 4.78838
H 27.41827 -2.74063 2.48811
H 28.81240 -1.80350 2.73266
H 26.61104 -0.75253 3.07936
H 28.33931 -0.46338 5.39798
H 26.96540 0.54088 5.03235
H 29.62961 0.25604 3.40135
H 29.24563 1.40152 4.56860
H 28.58845 2.89299 1.38693
H 29.95317 2.04669 1.95934
H 29.29181 3.23280 3.09391
C 26.32583 -0.23421 -3.57286
O 26.29431 -0.15230 -2.16650
C 25.39374 -1.02230 -1.55967
C 25.40064 -1.40514 -0.10154
N 24.95397 -0.27287 0.66854
C 25.94308 0.82374 0.75804
C 25.30789 2.00977 1.50884
O 24.03351 2.41431 1.07643
C 23.98423 3.19566 -0.13339
H 26.91847 0.50348 -4.11389
H 25.36403 0.03237 -4.01102
H 26.68180 -1.19268 -3.95062
H 25.44670 -1.95783 -2.11652
H 24.41203 -0.59121 -1.75587
H 26.25616 -1.94381 0.30593
H 24.66074 -2.13667 0.22330
H 23.98283 -0.00377 0.73605
H 26.00802 1.13609 -0.28422
H 26.91123 0.62523 1.21782
H 26.08417 2.75919 1.66332
H 25.14128 1.66386 2.52899
H 24.00663 2.62043 -1.05898
H 24.82690 3.88616 -0.16834
H 23.07666 3.79070 -0.03164
O 21.73035 6.29104 1.44056
H 21.71502 5.40242 1.79601
H 21.94045 6.84628 2.19143
O 26.54047 3.02718 4.76121
H 26.93672 2.58907 4.00804
H 26.78905 3.94624 4.66239
*
```

Here are the Löwdin charges for atoms 1 to 2, given in e:
1. C -0.143
2. O -0.205

The energetic minimum among the shown structures is #1; the next structure lies 1.517 eV above.